The following is a quantum chemistry calculation of a structure of composition C43H52Cl2N4O3PPt, from OMol25.

ΔE to the lowest compared entry with this formula, charge and spin   1.3635 eV
Orbital gap (spin up / spin down)   0.1719 / 0.1719 Ha
E_LUMO (spin up / spin down)   -4.85 / -4.85 eV
Largest force on an atom   0.0831 hartree/bohr
E   -95113.94067 eV
Highest occupied orbital energy (spin up / spin down)   -9.5 / -9.5 eV
Total charge   +1

```
106
C43H52Cl2N4O3PPt (ωB97M-V with the def2-TZVPD basis set)
Pt 0.508 0.124 0.201
C -0.234 -5.145 2.073
C -0.882 -4.324 1.160
C -0.538 -2.993 1.047
C 0.481 -2.465 1.853
C 1.146 -3.307 2.763
C 0.775 -4.628 2.875
N 0.774 -1.128 1.807
N 1.462 -0.594 2.760
C 1.768 0.685 2.667
C 2.580 1.319 3.633
C 3.030 2.587 3.393
C 2.609 3.254 2.233
C 1.741 2.622 1.373
N 1.322 1.371 1.562
H -0.523 -6.179 2.171
H -1.682 -4.721 0.551
H -1.054 -2.335 0.363
H 1.929 -2.890 3.375
H 1.267 -5.261 3.598
H 2.852 0.764 4.514
H 3.712 3.059 4.082
H 2.952 4.251 2.014
H 1.376 3.132 0.491
Cl -0.559 -6.219 -5.289
C -0.864 -4.825 -6.271
C -1.687 -4.929 -7.375
C -1.924 -3.809 -8.157
C -1.382 -2.586 -7.803
C -0.570 -2.484 -6.689
Cl -0.006 -0.928 -6.193
C -0.251 -3.611 -5.916
N 0.554 -3.544 -4.800
C 1.805 -2.945 -4.731
C 2.510 -2.625 -5.896
C 3.765 -2.061 -5.824
C 4.356 -1.830 -4.590
C 3.678 -2.169 -3.433
C 2.398 -2.704 -3.480
C 1.681 -3.002 -2.190
C 1.421 -1.724 -1.409
O 2.345 -1.086 -0.882
O 0.217 -1.346 -1.284
H -2.128 -5.879 -7.626
H -2.553 -3.887 -9.028
H -1.595 -1.702 -8.383
H 0.388 -4.290 -4.135
H 2.078 -2.863 -6.856
H 4.293 -1.820 -6.732
H 5.345 -1.407 -4.534
H 4.129 -1.993 -2.470
H 2.309 -3.639 -1.563
H 0.717 -3.484 -2.344
O -1.775 0.768 -0.224
P -2.356 1.670 -1.265
C -2.814 3.341 -0.534
C -1.966 3.690 0.695
C -2.282 2.856 1.941
C -3.735 2.388 1.946
C -4.624 3.426 1.276
C -4.300 3.572 -0.217
C -3.839 0.939 -2.147
C -3.488 -0.144 -3.171
C -2.903 -1.400 -2.522
C -3.616 -1.729 -1.205
C -5.013 -1.124 -1.196
C -4.889 0.400 -1.156
C -1.103 1.845 -2.646
C -1.523 2.660 -3.872
C -1.246 4.159 -3.770
C 0.196 4.427 -3.362
C 0.501 3.724 -2.041
C 0.301 2.220 -2.190
H -2.544 4.043 -1.326
H -2.150 4.746 0.912
H -0.904 3.590 0.473
H -2.085 3.468 2.823
H -1.619 1.989 1.988
H -4.069 2.222 2.970
H -3.803 1.437 1.419
H -4.475 4.382 1.780
H -5.675 3.155 1.390
H -4.567 4.585 -0.529
H -4.919 2.894 -0.799
H -4.265 1.786 -2.696
H -2.809 0.231 -3.937
H -4.416 -0.403 -3.688
H -1.839 -1.263 -2.327
H -3.004 -2.228 -3.227
H -3.056 -1.307 -0.370
H -3.667 -2.809 -1.064
H -5.566 -1.457 -0.315
H -5.567 -1.447 -2.079
H -4.602 0.677 -0.142
H -5.866 0.846 -1.361
H -1.049 0.788 -2.945
H -2.583 2.507 -4.076
H -0.964 2.275 -4.731
H -1.924 4.626 -3.054
H -1.443 4.617 -4.740
H 0.363 5.500 -3.256
H 0.866 4.060 -4.141
H -0.167 4.124 -1.277
H 1.531 3.934 -1.748
H 0.523 1.675 -1.230
H 1.013 1.851 -2.935
```

---

The following is a quantum chemistry calculation of a structure of composition C2F3NO5S2Y, from OMol25.

2S+1   2
Orbital gap (spin up / spin down)   0.1625 / 0.1182 Ha
E_LUMO (spin up / spin down)   -10.30 / -11.51 eV
Largest force on an atom   0.1623 hartree/bohr
E   -44641.74834 eV
⟨S²⟩   0.760
Highest occupied orbital energy (spin up / spin down)   -14.7 / -14.7 eV
Total charge   +2

```
14
C2F3NO5S2Y (ωB97M-V with the def2-TZVPD basis set)
N -0.127 0.415 -1.692
S 1.371 0.085 -1.469
O 1.861 -0.830 -2.498
S -0.787 1.411 -0.442
O -2.025 0.721 0.010
C -1.405 2.700 -1.669
F -0.385 3.239 -2.312
F -2.253 2.175 -2.529
F -2.022 3.633 -0.960
O -0.361 -3.542 2.123
C 0.722 -2.930 2.361
O 0.809 -1.805 1.802
O 1.511 -3.299 3.285
Y 3.091 -1.973 3.991
```

---

The following is a quantum chemistry calculation of a cluster of 2 separate species, C8H16N2 in total, from OMol25.

ΔE to the lowest compared entry with this formula, charge and spin   1.0291 eV
2S+1   2
Orbital gap (spin up / spin down)   0.0915 / 0.3052 Ha
E_LUMO (spin up / spin down)   3.62 / 3.50 eV
Largest force on an atom   0.0430 hartree/bohr
E   -11533.40979 eV
⟨S²⟩   0.750
Highest occupied orbital energy (spin up / spin down)   1.1 / -4.8 eV
Total charge   -1

```
26
C8H16N2 (ωB97M-V with the def2-TZVPD basis set)
C -2.314 0.502 0.555
C -2.725 -0.572 1.536
C -1.070 1.231 0.918
C 0.120 0.818 1.488
C 0.042 3.028 1.353
N -1.099 2.588 0.855
N 0.753 1.963 1.853
H -2.189 0.306 -0.529
H -3.150 1.195 0.450
H -2.967 -1.507 1.021
H 0.498 -0.189 1.476
H 0.480 4.005 1.381
H 1.591 2.157 2.399
H -3.440 -0.215 2.271
H -1.924 -0.801 2.235
C 1.626 -1.375 -1.091
C 2.659 -1.805 -2.120
C 0.442 -0.692 -1.761
H 1.337 -2.332 -0.630
H 2.168 -0.859 -0.289
H 3.006 -1.073 -2.874
H 0.672 0.081 -2.499
H -0.054 -1.465 -2.353
H 2.429 -2.589 -2.857
H 3.486 -2.221 -1.530
H -0.376 -0.177 -1.256
```

---

The following is a quantum chemistry calculation of a structure of composition C36H32BaN3O5S5, from OMol25.

ΔE to the lowest compared entry with this formula, charge and spin   0.5583 eV
Orbital gap   0.2009 Ha
E_LUMO   1.58 eV
Largest force on an atom   0.0106 hartree/bohr
E   -107434.84604 eV
Highest occupied orbital energy   -3.9 eV
Total charge   -1

```
82
C36H32BaN3O5S5 (ωB97M-V with the def2-TZVPD basis set)
Ba 0.432 0.504 -0.099
C 2.928 0.281 -3.025
N 2.714 -0.609 -1.881
C 2.161 -1.873 -2.360
C 1.682 -2.835 -1.280
N 0.458 -2.429 -0.585
C -0.705 -2.327 -1.460
C 0.236 -3.321 0.540
C -0.314 -4.578 0.306
C -0.511 -5.490 1.329
C -0.129 -5.130 2.617
C 0.421 -3.886 2.856
C 0.625 -2.934 1.837
S 1.308 -1.381 2.237
C 3.919 -0.707 -1.089
C 4.720 -1.845 -1.146
C 5.882 -1.958 -0.398
C 6.265 -0.903 0.415
C 5.487 0.240 0.464
C 4.304 0.379 -0.271
S 3.385 1.870 -0.138
H 3.619 -0.172 -3.752
H 3.337 1.226 -2.673
H 1.975 0.478 -3.521
H 2.876 -2.408 -3.005
H 1.327 -1.617 -3.018
H 2.452 -2.957 -0.518
H 1.534 -3.818 -1.761
H -0.892 -3.235 -2.054
H -0.581 -1.504 -2.171
H -1.582 -2.099 -0.855
H -0.602 -4.849 -0.704
H -0.952 -6.457 1.125
H -0.268 -5.822 3.440
H 0.711 -3.602 3.861
H 4.433 -2.678 -1.773
H 6.471 -2.866 -0.448
H 7.162 -0.972 1.019
H 5.775 1.067 1.100
O 1.915 3.676 3.134
C 1.253 3.156 2.092
O 0.607 2.147 2.162
C 1.376 3.985 0.846
C 2.093 5.174 0.807
C 2.191 5.835 -0.402
C 1.581 5.287 -1.520
C 0.890 4.092 -1.376
N 0.784 3.461 -0.216
C 0.286 3.353 -2.543
O -0.070 4.099 -3.608
O 0.142 2.165 -2.564
H 1.833 3.031 3.853
H 2.580 5.539 1.699
H 2.759 6.751 -0.483
H 1.699 5.759 -2.487
H -0.029 5.037 -3.388
O -1.979 0.446 -0.037
C -3.243 0.421 0.463
C -4.261 0.681 -0.656
C -4.055 0.454 -1.981
C -5.193 0.751 -2.782
C -6.242 1.209 -2.046
S -5.845 1.300 -0.382
C -3.518 -0.948 1.102
C -2.607 -1.661 1.821
C -3.100 -2.926 2.247
C -4.381 -3.147 1.846
S -5.012 -1.799 0.993
C -3.423 1.501 1.529
C -4.102 1.484 2.708
C -4.054 2.733 3.394
C -3.338 3.669 2.714
S -2.718 3.043 1.242
H -3.105 0.092 -2.347
H -5.226 0.633 -3.857
H -7.216 1.513 -2.394
H -1.603 -1.307 2.017
H -2.501 -3.646 2.787
H -4.987 -4.025 2.004
H -4.605 0.601 3.077
H -4.516 2.915 4.355
H -3.127 4.683 3.012
```

---

Which of these has the highest E? C8H16N2

---

What did the fourth record say?
The following is a quantum chemistry calculation of a structure of composition C36H32BaN3O5S5, from OMol25.

ΔE to the lowest compared entry with this formula, charge and spin   0.5583 eV
Orbital gap   0.2009 Ha
E_LUMO   1.58 eV
Largest force on an atom   0.0106 hartree/bohr
E   -107434.84604 eV
Highest occupied orbital energy   -3.9 eV
Total charge   -1

```
82
C36H32BaN3O5S5 (ωB97M-V with the def2-TZVPD basis set)
Ba 0.432 0.504 -0.099
C 2.928 0.281 -3.025
N 2.714 -0.609 -1.881
C 2.161 -1.873 -2.360
C 1.682 -2.835 -1.280
N 0.458 -2.429 -0.585
C -0.705 -2.327 -1.460
C 0.236 -3.321 0.540
C -0.314 -4.578 0.306
C -0.511 -5.490 1.329
C -0.129 -5.130 2.617
C 0.421 -3.886 2.856
C 0.625 -2.934 1.837
S 1.308 -1.381 2.237
C 3.919 -0.707 -1.089
C 4.720 -1.845 -1.146
C 5.882 -1.958 -0.398
C 6.265 -0.903 0.415
C 5.487 0.240 0.464
C 4.304 0.379 -0.271
S 3.385 1.870 -0.138
H 3.619 -0.172 -3.752
H 3.337 1.226 -2.673
H 1.975 0.478 -3.521
H 2.876 -2.408 -3.005
H 1.327 -1.617 -3.018
H 2.452 -2.957 -0.518
H 1.534 -3.818 -1.761
H -0.892 -3.235 -2.054
H -0.581 -1.504 -2.171
H -1.582 -2.099 -0.855
H -0.602 -4.849 -0.704
H -0.952 -6.457 1.125
H -0.268 -5.822 3.440
H 0.711 -3.602 3.861
H 4.433 -2.678 -1.773
H 6.471 -2.866 -0.448
H 7.162 -0.972 1.019
H 5.775 1.067 1.100
O 1.915 3.676 3.134
C 1.253 3.156 2.092
O 0.607 2.147 2.162
C 1.376 3.985 0.846
C 2.093 5.174 0.807
C 2.191 5.835 -0.402
C 1.581 5.287 -1.520
C 0.890 4.092 -1.376
N 0.784 3.461 -0.216
C 0.286 3.353 -2.543
O -0.070 4.099 -3.608
O 0.142 2.165 -2.564
H 1.833 3.031 3.853
H 2.580 5.539 1.699
H 2.759 6.751 -0.483
H 1.699 5.759 -2.487
H -0.029 5.037 -3.388
O -1.979 0.446 -0.037
C -3.243 0.421 0.463
C -4.261 0.681 -0.656
C -4.055 0.454 -1.981
C -5.193 0.751 -2.782
C -6.242 1.209 -2.046
S -5.845 1.300 -0.382
C -3.518 -0.948 1.102
C -2.607 -1.661 1.821
C -3.100 -2.926 2.247
C -4.381 -3.147 1.846
S -5.012 -1.799 0.993
C -3.423 1.501 1.529
C -4.102 1.484 2.708
C -4.054 2.733 3.394
C -3.338 3.669 2.714
S -2.718 3.043 1.242
H -3.105 0.092 -2.347
H -5.226 0.633 -3.857
H -7.216 1.513 -2.394
H -1.603 -1.307 2.017
H -2.501 -3.646 2.787
H -4.987 -4.025 2.004
H -4.605 0.601 3.077
H -4.516 2.915 4.355
H -3.127 4.683 3.012
```

---

What is the largest force on an atom in the fourth record? 0.0106 hartree/bohr